81
Properties=species:S:1:pos:R:3:forces:R:3:mulliken_charge:R:1 method="wB97M-V/def2-TZVPD" s_squared=8.76 homo_energy_ev="-0.19 / -0.17" homo_lumo_gap_ev="6.09 / 6.07" multiplicity=6 charge=-3 lumo_energy_ev="5.90 / 5.90"
Fe 2.4241 1.3752 0.5907 1.7012 0.9442 -0.0746 -0.9836
S 4.4833 0.5982 -1.0062 0.2374 -1.2620 1.5774 1.4271
O 5.7185 1.0523 -0.4058 0.2341 0.2827 -1.2768 -0.7280
O 3.4205 1.6452 -1.1145 0.1650 2.9681 -3.1606 -0.5875
O 4.6035 -0.3048 -2.1384 0.2567 0.9345 -0.5678 -0.6720
O 3.6719 -0.0990 0.0499 0.0912 -3.1675 2.0729 -0.9343
S 4.0209 1.7602 2.7197 1.4247 1.7437 -1.4112 1.5507
O 5.2947 1.0719 2.6969 -0.4143 -0.5593 1.5479 -0.7536
O 3.8954 2.4323 1.4001 0.9071 2.3620 -1.5835 -0.5468
O 2.8079 0.9165 2.4549 -1.7662 -2.9305 2.7306 -0.6950
O 3.7829 2.7069 3.7971 0.2429 -0.6793 0.5756 -0.7611
B 0.7722 0.1393 0.2666 -1.9999 -1.4770 -0.3044 5.8801
H 1.5074 -0.4895 0.8462 1.2084 -1.3015 1.1714 -0.3810
H 1.2482 0.4805 -0.6968 0.6814 0.5274 -2.0906 -0.6294
H -0.1230 -0.5412 -0.0053 -1.1095 -0.8601 -0.3247 -2.3289
H 0.4162 1.0148 0.8834 -0.9275 1.4824 1.1730 -0.4802
B 1.2709 3.3806 0.5107 -0.6082 1.7987 0.2457 1.7792
H 1.9624 4.3075 0.5533 0.7791 1.1138 -0.1210 -0.3595
H 1.5159 2.7185 -0.3673 0.4623 -1.0304 -2.3202 -0.5104
H 1.4299 2.7899 1.4636 0.0201 -0.8715 2.2078 -0.3069
H 0.1464 3.6584 0.4240 -1.4591 0.2188 -0.0437 -0.4722
C -0.1895 0.4104 4.1114 1.1014 -1.1329 -0.1295 -0.2471
O 0.8450 1.3288 4.3266 -0.1312 0.2804 0.2185 -0.6019
H -1.0999 0.6391 4.6699 -0.0440 0.5720 -0.2308 0.3583
H -0.3474 0.2511 3.0412 -0.5314 0.2135 0.0032 -0.1493
H 0.1103 -0.5853 4.4849 -0.0718 -0.0700 -0.0101 0.2469
H 1.5884 1.1435 3.6910 -0.4465 0.1779 0.2500 0.3324
C -1.7933 -2.4232 2.0388 -0.7447 -0.4570 0.1197 -0.5096
O -0.4053 -2.3149 1.9702 0.0108 0.0121 -0.1152 -0.5116
H -2.2540 -2.8071 1.1164 0.1246 0.3938 -0.2507 0.0780
H -2.0942 -3.1935 2.7610 0.4449 0.1289 0.2805 0.3669
H -2.2898 -1.4958 2.3448 0.0108 0.0611 -0.1722 0.1660
H -0.1940 -1.5858 1.3521 0.1995 -0.2586 0.3113 -0.3502
C -1.1487 3.0164 -2.1850 0.6082 0.9469 -0.3135 0.0876
O -1.5947 3.5424 -3.4567 -0.6859 -0.0892 -0.0853 -0.6494
H -1.9729 2.5783 -1.6289 -0.0458 -0.3766 -0.4174 -0.0936
H -0.3216 2.3418 -2.4059 -0.1501 -0.3498 0.6517 -0.0626
H -0.7838 3.8416 -1.5713 0.2085 -0.1910 0.0562 0.3223
H -0.8081 3.8313 -3.9223 0.0792 -0.0005 0.0687 0.3372
C 1.8550 0.0331 -3.7624 0.1736 -0.2317 1.1076 -0.2849
O 2.5595 -1.1414 -4.1804 -0.1731 0.4655 -0.8377 -0.5049
H 1.3438 0.5693 -4.5699 -0.0888 -0.2149 -0.1126 0.3935
H 1.1752 -0.2894 -2.9699 -0.4442 0.3286 -0.1518 -0.1558
H 2.5172 0.7302 -3.2487 0.3763 -0.2316 -0.2345 0.1830
H 1.9443 -1.5876 -4.7716 0.1416 -0.1883 0.1081 0.2548
C -4.9312 2.3690 2.3171 -0.3591 -0.0269 0.6309 -1.5446
C -4.0730 1.8616 1.2132 1.3900 -1.1022 -0.3602 0.7781
C -2.5904 2.2024 1.5136 -1.1001 0.2457 -0.5247 -0.6192
O -4.1744 0.4184 1.1428 -0.2265 0.4025 0.1837 -0.6082
H -5.9965 2.1499 2.2029 0.0054 0.2286 -0.2029 0.3874
H -4.7298 3.4343 2.4432 -0.3471 0.0738 -0.0200 0.3391
H -4.6205 1.8819 3.2461 0.0622 -0.0149 -0.0313 0.3444
H -4.3819 2.1993 0.2178 0.0073 0.5685 0.1292 0.2142
H -2.3826 3.2673 1.3954 0.0347 0.0043 -0.0333 0.3251
H -1.9698 1.6577 0.8060 0.3334 0.0272 0.2553 -0.2495
H -2.3954 1.9304 2.5493 0.3189 -0.2009 -0.0806 0.2673
H -3.4840 0.1705 0.5029 -0.0488 -0.2431 0.0199 0.1538
C 0.8307 -3.5707 -0.8065 -0.0725 -0.2079 -0.4588 -0.7221
C 2.1889 -3.4253 -0.1068 -0.0097 1.1010 0.5196 1.2164
C 2.8463 -4.7631 0.1506 0.1446 -0.4220 0.3558 -1.7926
O 3.0934 -2.6110 -0.8154 -0.5027 -0.0939 -0.2379 -0.5699
H 0.2993 -2.6221 -0.8987 0.2376 0.1304 0.1557 -0.4372
H 0.1533 -4.2647 -0.2974 0.1392 -0.0021 0.2112 0.3013
H 0.9623 -3.9468 -1.8285 0.1936 -0.0228 0.0059 0.4798
H 2.0174 -2.8852 0.8331 -0.2275 -0.5264 0.2464 0.0227
H 3.8775 -4.6453 0.4852 0.0487 0.3014 -0.2069 0.4131
H 2.8526 -5.3594 -0.7673 -0.0070 -0.1063 0.0582 0.3543
H 2.3679 -5.3162 0.9671 -0.3403 -0.0702 -0.2684 0.3473
H 3.0719 -1.6993 -0.4197 0.5257 -0.2156 -0.4740 0.3244
C -1.8464 -0.8863 -3.2146 0.4481 -0.0208 -0.1001 -1.0530
C -2.8285 -0.9649 -2.0481 -0.0593 1.0450 -1.4911 0.6275
C -3.1809 -2.3713 -1.6455 0.3752 0.1463 0.8937 -1.2303
O -2.3252 -0.1527 -0.9943 0.0959 -0.8173 0.0050 0.1726
H -0.9121 -1.3815 -2.9366 0.0867 0.0552 0.0243 0.1096
H -1.6219 0.1578 -3.4359 0.0566 0.0266 0.1294 0.2191
H -2.1623 -1.3339 -4.1618 -0.3769 -0.1907 0.2199 0.4311
H -3.7325 -0.4444 -2.3911 -0.1317 -0.1031 0.2452 0.3389
H -3.7305 -2.9160 -2.4117 -0.1069 0.1015 -0.0409 0.4380
H -3.7551 -2.2638 -0.7213 -0.1961 -0.4386 -0.1066 0.2912
H -2.2656 -2.9208 -1.4068 -0.0379 -0.0855 -0.0043 0.0633
H -1.3826 -0.4031 -0.8366 -0.4025 0.4275 0.2152 -0.6461

***

27
Properties=species:S:1:pos:R:3:forces:R:3:mulliken_charge:R:1 method="wB97M-V/def2-TZVPD" s_squared=0.77 homo_energy_ev="-13.72 / -13.73" relative_energy_ev=2.393 homo_lumo_gap_ev="9.73 / 5.90" multiplicity=2 charge=+1 lumo_energy_ev="-3.98 / -7.83"
C -0.2912 -2.7636 -1.3724 0.2407 0.6864 -2.2214 -0.3454
C -0.0805 -2.2016 -0.0204 -0.9351 0.2046 2.8498 -0.5093
C 0.8986 -2.3878 -2.3594 -1.8052 -1.3161 0.7621 -1.1192
H -0.4183 -3.8594 -1.4431 0.2348 0.4657 0.5535 0.3118
H -1.2846 -2.3530 -1.7001 0.8999 -0.3193 -0.1479 0.2585
H -0.9862 -2.5044 0.5976 1.4464 -0.2723 -0.0410 0.3145
H 1.7947 -2.7529 -1.8428 0.1385 0.5485 -0.5900 0.3080
H 0.7053 -2.9501 -3.2564 0.3815 -0.6592 -0.3871 0.3408
H -0.2659 -1.1303 0.0401 0.2697 0.5101 -0.7041 -0.1306
H 0.9108 -2.3167 0.5248 -1.2170 -0.5629 -0.7802 0.2896
H 0.8943 -1.3878 -2.7621 0.3350 0.7271 0.7064 0.3027
C 1.3505 0.3583 2.4934 1.7965 -1.5524 -1.1440 -1.2385
C -1.6310 2.1200 0.9118 -2.1002 0.0042 2.3808 -0.3646
C -1.2700 2.6237 -0.3891 0.7668 0.1748 1.8311 0.5386
C -0.8872 1.3910 1.8552 2.5454 2.1833 -6.7460 -0.6029
C 0.5182 1.0924 1.4411 -2.2609 -0.8127 1.3521 0.7210
C 0.0871 2.3815 -0.7201 1.0109 -2.2348 0.5161 -0.4141
C 0.9087 1.5023 0.1272 -1.3747 2.9489 -0.9972 -0.3603
O -2.1750 3.4407 -0.9567 1.2980 -1.6882 0.6051 -0.3971
H -2.6519 2.4990 1.1801 0.8828 -0.7487 0.0611 0.3567
H -1.2099 1.1325 2.7668 -1.3722 -0.8257 3.1184 0.5663
H 0.3965 2.7742 -1.6834 0.7179 -0.2114 0.1937 0.3415
H -1.9586 3.6348 -1.8764 0.1769 0.2688 -0.2761 0.3707
H 0.8403 0.1900 3.3938 -1.2970 0.7865 1.3419 0.4092
H 2.3145 0.8948 2.7782 -1.0147 -0.8627 -0.8071 0.3588
H 1.9556 1.4099 -0.1017 0.1386 -0.2705 -0.4821 0.4742
H 1.5349 -0.8376 2.3740 0.0965 2.8283 -0.9478 0.2190

***

18
Properties=species:S:1:pos:R:3:forces:R:3:mulliken_charge:R:1 method="wB97M-V/def2-TZVPD" homo_energy_ev=-7.04 relative_energy_ev=2.004 homo_lumo_gap_ev=7.76 multiplicity=1 charge=0 lumo_energy_ev=0.72
N 0.3501 0.6635 2.7489 -0.7573 0.0105 -0.7799 -1.2660
C 1.0706 -0.5727 -1.1465 -0.3326 0.0410 1.1633 -0.4032
C 2.0274 -0.5235 -0.1633 3.3954 -0.4836 0.3269 -0.5585
C -0.2339 -0.2581 -0.7849 0.7463 0.1628 0.9096 0.7085
C 1.7832 -0.1058 1.1431 -1.4964 -1.4000 -4.8347 -0.3011
C -0.4995 0.1940 0.5741 0.2696 0.4239 -3.1600 0.7620
N -1.6917 0.8570 0.8779 1.2334 -0.6946 1.6643 -0.4804
N 0.5445 0.2259 1.4617 -2.5753 1.2161 2.2774 0.4821
C -1.1803 -0.4413 -1.9248 -0.7752 -0.3727 1.0314 -1.6404
H -0.6743 0.7950 2.8268 1.0054 -0.2797 0.3199 0.1549
H 1.3358 -0.8510 -2.1587 -0.1762 -0.0919 0.0834 0.4000
H 3.1019 -0.8540 -0.4377 -1.8598 0.7522 0.6408 0.2305
H 2.4597 -0.0480 1.8767 2.3524 0.1968 2.5956 0.5486
H -1.7664 1.4397 1.7302 0.0582 -0.6157 -1.3687 0.1515
H -2.3357 0.9559 0.1342 -0.4820 0.2513 -0.3248 0.1444
H -0.8884 0.0551 -2.7992 0.8754 1.0249 -1.1591 0.4051
H -1.2606 -1.4783 -2.2395 -0.1600 -0.2546 0.3827 0.3095
H -2.1424 -0.0534 -1.7191 -1.3214 0.1133 0.2318 0.3524

***

10
Properties=species:S:1:pos:R:3:forces:R:3:mulliken_charge:R:1 method="wB97M-V/def2-TZVPD" homo_energy_ev=-9.96 relative_energy_ev=3.018 homo_lumo_gap_ev=10.22 multiplicity=1 charge=0 lumo_energy_ev=0.26
N 2.9055 -0.5626 -0.9111 -1.3058 0.3630 0.4617 -0.4505
C 1.8438 -0.2774 -0.5381 1.0108 -0.2538 -0.3610 0.0767
C 0.5275 0.0330 -0.0793 -0.3430 0.2731 0.0859 0.2338
C 0.0010 1.2481 0.2173 0.1264 -0.3374 -0.1040 -0.1217
O -1.2916 1.1433 0.5976 0.1353 -0.1586 -0.0106 -0.1696
C -1.7085 -0.1882 0.6917 0.4449 0.1416 -0.0581 -0.7365
C -0.5710 -0.9034 0.1811 -0.0229 -0.0275 0.1001 -0.0777
H 0.4294 2.2467 0.1880 -0.1279 -0.3031 0.0030 0.4678
H -1.5782 -0.7279 -0.5618 0.1764 -0.0262 -0.0974 0.2518
H -0.4768 -1.9884 0.2185 -0.0943 0.3289 -0.0197 0.5259

***

72
Properties=species:S:1:pos:R:3:forces:R:3:mulliken_charge:R:1 method="wB97M-V/def2-TZVPD" homo_energy_ev=-12.42 relative_energy_ev=0.000 homo_lumo_gap_ev=7.54 multiplicity=1 charge=+1 lumo_energy_ev=-4.89
O -4.5088 0.0102 1.2167 0.1577 -0.1682 -0.0827 -0.4316
C -4.9121 0.9628 1.8017 -0.4907 0.1734 -0.1169 0.4324
I -6.8521 1.0551 2.6388 0.1356 -0.0281 0.0696 0.1451
C -4.0377 2.1857 2.0618 0.2402 -0.3836 0.2925 -2.3288
C -2.9427 2.2622 1.0314 0.0094 0.2872 -0.0149 0.4696
C -3.1096 3.0238 -0.1174 0.5619 -0.0286 -0.1528 1.0943
P -4.7324 3.8620 -0.3086 -1.1035 -0.0682 0.2212 0.9477
O -5.8106 2.9435 0.0356 0.2591 -0.0632 -0.0768 -0.6012
O -4.6280 5.1020 0.6968 0.4711 -0.1625 -0.2333 -0.5528
O -4.9170 4.4755 -1.7449 0.5980 0.1184 0.1610 -0.4429
C -2.0406 3.0878 -1.0274 -0.1434 0.3547 0.2616 0.3984
C -2.2338 3.9023 -2.2880 -0.4250 -0.4626 -0.3811 -0.1667
O -2.7706 3.4013 -3.2252 0.1351 -0.0497 -0.2372 -0.4841
O -1.8111 5.1553 -2.1733 0.3048 0.1170 0.0251 -0.7470
I -1.4797 6.1046 -3.9368 -0.2411 0.0102 0.1927 0.3199
C -0.8579 2.3906 -0.8001 -0.2291 0.1385 0.3046 1.1716
C 0.2879 2.4200 -1.8080 0.1145 -0.4341 -0.0704 -0.1115
F 0.5388 1.1464 -2.1888 0.0714 0.0714 -0.0418 -0.2996
F -0.0618 3.0725 -2.9360 -0.0168 0.0915 0.1025 -0.2966
C 1.6237 3.0736 -1.2830 -0.1185 0.2889 -0.3880 0.8646
F 2.6288 2.1990 -1.4033 -0.0678 -0.0171 0.2525 -0.2780
F 1.4725 3.4297 0.0127 0.0186 -0.1336 -0.0058 -0.3279
C 2.0560 4.3676 -2.0311 0.6043 -0.0115 0.5213 0.5087
F 3.1151 4.8430 -1.3738 -0.0115 0.0509 -0.0706 -0.2470
F 1.0964 5.2891 -1.9806 -0.0666 -0.0908 -0.1726 -0.1779
F 2.4216 4.1111 -3.2744 -0.3199 0.0513 -0.1259 -0.2385
C -0.7292 1.6200 0.3596 0.1009 -0.0165 -0.1494 0.6758
C 0.5021 0.8158 0.6667 -0.0120 -0.2293 0.5829 -1.5016
C 1.3335 1.2422 1.9110 -0.0015 -0.0665 -0.1639 -0.7687
C 1.6917 0.0832 2.8442 0.4044 0.0042 -0.1347 -0.0121
F 3.0732 -0.1004 2.8051 -0.0228 -0.0035 -0.0117 -0.3902
N -1.7797 1.5692 1.2288 -0.2716 0.1203 -0.2581 0.6936
C -1.6982 0.7446 2.4401 0.2943 -0.1527 0.4592 -1.1148
C -1.4033 1.5842 3.6828 -0.0611 0.0816 -0.2163 0.0718
O -1.3530 2.7694 3.6779 0.0920 -0.0240 -0.0009 -0.3969
I -1.1920 0.3987 5.4163 -0.0682 -0.0376 0.1253 0.1373
H -3.6423 2.0363 3.0626 0.0276 0.1090 0.0966 0.5361
H -4.6259 3.0922 2.1196 -0.0474 0.0059 -0.1371 0.7620
H -3.7400 5.4856 0.7233 -0.1042 0.2391 0.1779 0.4310
H -4.5046 5.3434 -1.8585 -0.1653 0.0590 -0.2101 0.3605
H 0.1825 -0.2191 0.8141 -0.0318 -0.1166 -0.2636 0.3800
H 1.1759 0.7915 -0.1740 -0.1700 -0.0500 -0.2151 0.6013
H 2.2926 1.5954 1.5413 0.0239 0.1759 0.0434 0.5078
H 0.8903 2.0855 2.4360 -0.0766 -0.0036 0.0929 0.5412
H 1.2653 -0.8655 2.5099 -0.1917 0.0241 0.1230 0.0719
H 1.4451 0.2861 3.8827 -0.1157 -0.0347 0.0429 0.0632
H -2.6290 0.2091 2.5973 -0.0957 -0.0249 -0.1157 0.7675
H -0.9464 -0.0319 2.3562 0.0785 0.0314 -0.1836 0.0229
C -2.3494 -3.0852 0.2381 -0.2193 0.0276 -0.0483 -0.6902
O -1.0438 -2.5778 0.5500 -0.0843 0.3039 0.0526 -0.1691
C -0.0969 -3.5172 0.6747 0.0679 -0.1078 0.0120 0.5335
O -0.2622 -4.6972 0.5552 0.0008 0.0718 -0.0061 -0.5478
O 1.0492 -2.8978 0.9594 -0.0142 0.1030 0.0353 -0.1502
C 2.1740 -3.7800 1.1299 0.3101 -0.1105 -0.0049 -0.7757
H -3.0039 -2.2199 0.1737 0.0534 0.0421 0.0253 0.1563
H -2.3397 -3.6066 -0.7161 0.0497 -0.0722 0.0346 0.3295
H -2.6993 -3.7514 1.0236 0.0556 -0.0634 -0.0272 0.3360
H 2.3688 -4.3399 0.2180 -0.0627 -0.0430 0.0077 0.3402
H 1.9998 -4.4613 1.9594 -0.0767 -0.0384 -0.0441 0.3471
H 3.0271 -3.1463 1.3517 -0.0657 0.1047 0.0000 0.2362
C 3.3719 -4.7537 -3.6692 -0.0835 0.0581 -0.0983 -0.6078
O 4.4612 -5.6760 -3.6254 -0.0083 0.0202 -0.0183 -0.3042
C 4.8393 -6.0259 -2.3978 0.0360 -0.0635 -0.0442 0.8249
O 4.3471 -5.6312 -1.3706 -0.0625 0.0815 0.0756 -0.5449
O 5.8478 -6.8830 -2.5001 0.0032 0.0078 -0.0061 -0.3280
C 6.3604 -7.3521 -1.2487 0.1115 -0.1013 0.0685 -0.6197
H 3.1798 -4.5658 -4.7210 0.0570 -0.0492 -0.0225 0.2124
H 2.4856 -5.1837 -3.2059 0.0190 0.0126 0.0659 0.2872
H 3.6380 -3.8218 -3.1730 -0.0094 -0.0219 0.0649 0.2738
H 5.5888 -7.8803 -0.6927 -0.0345 0.0603 0.0213 0.2937
H 6.7458 -6.5236 -0.6581 -0.0647 0.0232 0.0206 0.2894
H 7.1680 -8.0345 -1.4930 -0.0119 0.0120 -0.0819 0.2181

***

18
Properties=species:S:1:pos:R:3:forces:R:3:mulliken_charge:R:1 method="wB97M-V/def2-TZVPD" homo_energy_ev=-9.22 smiles=CCN1C[C@H]1CO relative_energy_ev=2.135 homo_lumo_gap_ev=10.25 multiplicity=1 charge=0 lumo_energy_ev=1.03
C 0.5093 1.5999 -1.4556 0.0040 -0.0676 -0.0631 -1.1217
C 0.2811 1.6149 0.0519 0.0535 0.1584 -0.0267 -0.4016
N -0.1331 0.3394 0.6543 -0.0537 0.1102 -0.0072 -0.3807
C 0.8883 -0.5648 1.1571 0.1999 -0.0756 0.1521 -0.4861
C 0.0696 -0.9336 -0.0185 -0.0160 -0.0871 -0.1269 0.2621
C -1.1105 -1.8822 0.1007 0.1861 -0.1027 -0.2826 -0.7575
O -1.7864 -1.6952 1.3174 -0.0901 0.1851 0.0499 -0.5474
H 0.6954 2.6193 -1.8075 -0.0295 -0.1224 0.0486 0.3722
H -0.3698 1.2138 -1.9857 0.1471 0.0682 0.0985 0.3152
H 1.3762 0.9925 -1.7390 -0.1334 0.0841 0.0419 0.2929
H 1.1917 1.9619 0.5581 -0.1466 -0.0415 -0.0592 0.2969
H -0.5029 2.3448 0.2842 0.1140 -0.1087 -0.0405 0.2933
H 1.9287 -0.2914 0.9712 -0.1687 -0.0398 0.0106 0.3323
H 0.6908 -1.0090 2.1308 0.0201 0.0536 -0.1713 0.2210
H 0.5747 -0.9339 -0.9844 -0.1017 -0.0027 0.1569 0.3793
H -1.7796 -1.7207 -0.7621 0.0666 -0.0131 0.1541 0.2410
H -0.7668 -2.9224 0.0616 -0.0258 0.1377 0.0052 0.3126
H -1.7567 -0.7333 1.4655 -0.0259 -0.1362 0.0596 0.3759

***

Q: What is the charge in the sixth record?
A: 0